{"formula": "C4H10NOS", "method": "wB97M-V/def2-TZVPD", "elements": ["C", "C", "C", "S", "N", "C", "O", "H", "H", "H", "H", "H", "H", "H", "H", "H", "H"], "coordinates": [[-0.854612, 0.835196, 0.719988], [0.061160, 0.491431, -0.495685], [-0.525126, -0.688399, -1.275997], [-2.179769, -0.457244, -2.014047], [1.436434, 0.272966, -0.050952], [1.577179, -0.857510, 0.959170], [1.543300, -0.206942, 2.163693], [-0.332179, 1.564198, 1.336526], [-1.767297, 1.355103, 0.394334], [-1.119136, -0.026187, 1.325821], [0.120023, 1.351381, -1.169830], [0.002212, -0.527173, -2.221564], [-0.347279, -1.605478, -0.733996], [-2.724633, 0.407472, -1.149035], [1.698634, 1.075130, 0.500585], [0.831187, -1.650229, 0.739033], [2.579898, -1.333708, 0.971949]], "forces_ev_per_angstrom": [[-0.029, 0.932, -0.699], [-0.764, 0.433, 1.726], [0.873, 1.673, -1.301], [-0.306, -0.055, 0.406], [0.002, -2.094, -1.848], [1.043, 2.504, 2.039], [-0.772, -1.047, 0.357], [0.074, -0.239, 0.249], [-0.106, -0.240, -0.052], [0.182, -0.103, 0.064], [-0.377, 0.100, 0.013], [0.640, -1.382, 0.181], [-0.306, -0.294, -0.358], [0.000, -0.136, 0.125], [0.098, 0.019, 0.282], [-0.192, 0.129, 0.104], [-0.061, -0.199, -1.288]], "lowdin_charge": [-0.10, -0.49, -0.53, 0.65, -0.05, -0.50, -0.39, 0.06, 0.04, 0.08, 0.12, 0.04, 0.05, -0.18, 0.07, 0.06, 0.06], "multiplicity": 1, "lumo_energy_ev": 3.076, "homo_lumo_gap_ev": 5.5, "smiles": "C[C@H](CS)NC[O-]", "charge": -1}

{"formula": "C4H10NOS", "method": "wB97M-V/def2-TZVPD", "elements": ["C", "N", "C", "C", "S", "C", "O", "H", "H", "H", "H", "H", "H", "H", "H", "H", "H"], "coordinates": [[1.379556, -0.806562, 0.001839], [0.301656, -0.179480, -0.726735], [-0.955056, -0.217370, 0.065386], [-0.762962, 0.024295, 1.433051], [4.123341, -1.351690, -1.072452], [-2.032417, -0.573364, -0.733238], [-0.339191, 2.997525, 0.245258], [2.259573, -0.857696, -0.715556], [1.845030, -0.199286, 0.772717], [1.278566, -1.847856, 0.291679], [0.097366, -0.732747, -1.544002], [-0.907623, 2.493847, 0.841266], [0.109316, 0.638501, 1.613284], [-1.456074, -0.253830, 2.214477], [-0.175986, 2.376625, -0.475044], [-1.791878, -0.503696, -1.789655], [-2.973218, -1.007215, -0.422274]], "forces_ev_per_angstrom": [[0.350, 0.390, 0.186], [-0.585, 0.409, 0.823], [0.077, -0.780, -0.552], [0.323, -0.006, -0.781], [-0.975, 0.249, 0.133], [0.662, 0.019, 0.290], [-0.077, 0.291, -0.065], [1.371, -0.246, -0.873], [-0.492, -0.064, 0.155], [-0.393, -0.089, 0.198], [0.221, 0.086, -0.119], [0.068, -0.176, -0.054], [0.002, -0.336, 0.673], [-0.161, 0.375, -0.153], [0.081, -0.151, 0.067], [-0.499, -0.342, -0.101], [0.027, 0.370, 0.173]], "lowdin_charge": [-0.22, -0.07, -0.52, -0.05, -0.17, -0.04, -0.09, -0.16, 0.07, 0.09, 0.08, 0.00, 0.02, 0.02, 0.01, 0.01, 0.01], "multiplicity": 1, "lumo_energy_ev": 0.856, "homo_lumo_gap_ev": 3.3, "charge": -1}

{"formula": "C4H10NOS", "method": "wB97M-V/def2-TZVPD", "elements": ["C", "C", "C", "C", "N", "O", "S", "H", "H", "H", "H", "H", "H", "H", "H", "H", "H"], "coordinates": [[0.762101, 1.202078, 1.497620], [1.891444, 0.864844, 0.589446], [-0.403413, -0.472873, -0.013207], [-1.476613, -1.667986, -1.806678], [-0.455306, 0.838186, 0.587061], [-1.176255, -0.474300, -1.104024], [1.684662, -0.582558, -0.432250], [0.781937, 0.552251, 2.442342], [0.556738, 2.275831, 1.652294], [2.069724, 1.674896, -0.141300], [2.863679, 0.597690, 1.068434], [-0.542479, -1.207146, 0.846279], [-2.384184, -2.183360, -1.332739], [-0.650758, -2.394633, -2.105961], [-1.995873, -1.409129, -2.757766], [-1.251482, 0.901860, 1.153531], [-0.273923, 1.484349, -0.143084]], "forces_ev_per_angstrom": [[-0.918, -1.613, 0.567], [2.793, 0.732, -0.929], [2.975, -2.390, 0.401], [-2.261, -2.088, -1.168], [2.527, -0.418, 1.072], [0.163, 0.419, 0.093], [-3.405, -0.789, 0.474], [-0.435, 1.133, -1.326], [0.669, -0.554, 0.471], [0.088, 0.030, 0.695], [-0.815, 0.959, 0.219], [-0.192, 0.372, -1.522], [1.747, 0.258, 0.097], [-0.669, 1.268, 1.036], [0.936, 0.536, 0.509], [-2.035, 0.900, 0.430], [-1.166, 1.244, -1.119]], "lowdin_charge": [-0.11, -0.56, -0.44, -0.06, 0.07, -0.13, 0.88, 0.17, 0.15, 0.09, 0.10, 0.17, 0.12, 0.13, 0.10, 0.17, 0.16], "multiplicity": 1, "lumo_energy_ev": -3.459, "homo_lumo_gap_ev": 9.7, "smiles": "CO[C@@H]1[NH2+]CCS1", "charge": 1}

{"formula": "C4H10NOS", "method": "wB97M-V/def2-TZVPD", "elements": ["C", "C", "C", "C", "N", "O", "S", "H", "H", "H", "H", "H", "H", "H", "H", "H", "H"], "coordinates": [[1.298911, 1.389999, 0.175304], [1.607319, 0.372656, -0.996909], [0.065264, -1.109140, 0.372770], [-2.264153, -1.226724, -0.271351], [0.190628, 0.928220, 0.922429], [-0.868283, -1.141001, -0.573430], [1.703395, -1.173516, -0.097271], [2.281592, 1.660021, 0.604456], [0.884372, 2.290722, -0.276343], [0.780623, 0.457420, -1.670678], [2.616531, 0.670124, -1.387259], [-0.222019, -1.746328, 1.232492], [-2.268561, -1.084670, 0.759596], [-2.633791, -2.244079, -0.586691], [-2.775297, -0.523587, -0.842701], [0.362762, 1.188355, 1.880815], [-0.759300, 1.291528, 0.754773]], "forces_ev_per_angstrom": [[0.476, 1.130, -3.331], [1.132, 1.704, 1.445], [-1.477, -1.214, -0.168], [0.854, -2.758, -0.401], [-1.245, -1.453, 2.273], [1.822, 1.035, -0.701], [0.294, -0.306, -0.420], [-1.077, -0.437, 0.932], [0.753, 0.365, -0.503], [-0.012, -0.507, -0.890], [-1.147, -0.647, -0.122], [0.349, 0.915, 0.171], [-1.185, 0.215, 1.837], [0.470, 0.970, 0.553], [-0.771, 1.457, -0.716], [-0.134, -0.618, 0.758], [0.899, 0.148, -0.718]], "lowdin_charge": [-0.28, -0.39, -0.46, 0.01, 0.04, -0.15, 1.06, 0.14, 0.13, 0.08, 0.12, 0.13, 0.07, 0.14, 0.08, 0.13, 0.15], "multiplicity": 1, "lumo_energy_ev": -4.107, "homo_lumo_gap_ev": 9.9, "charge": 1}

{"formula": "C4H10NP", "method": "wB97M-V/def2-TZVPD", "elements": ["C", "C", "C", "C", "N", "P", "H", "H", "H", "H", "H", "H", "H", "H", "H", "H"], "coordinates": [[-0.958632, 0.517482, -1.681986], [1.130083, -0.588168, 0.335302], [1.428099, 0.695779, 0.050844], [1.129120, 1.978496, 0.943144], [-1.519654, -0.195939, -0.751453], [-1.418314, -1.884085, -0.885762], [-0.723831, 1.512917, -1.538607], [-0.411925, 0.136710, -2.494148], [1.569035, -1.380885, -0.244925], [0.670676, -0.854407, 1.310274], [1.631022, 0.841541, -0.983404], [2.136297, 2.375751, 1.113809], [0.813227, 1.728628, 1.897097], [0.604916, 2.825685, 0.413002], [-1.502373, -2.005703, -2.218576], [-2.759387, -2.227919, -0.383088]], "forces_ev_per_angstrom": [[-1.070, -2.462, 2.813], [1.136, 1.417, 1.856], [-2.136, 0.052, 1.349], [2.038, -0.437, -3.406], [0.460, 1.867, -2.069], [-0.465, -0.370, 2.652], [-0.351, 2.348, 0.574], [0.333, -1.129, -1.529], [-0.444, -0.224, -0.398], [0.434, 0.047, -0.699], [1.064, 0.624, -0.617], [0.023, 0.197, -0.022], [-1.326, -0.464, 1.630], [0.066, -1.224, 0.657], [-0.639, -0.502, -1.855], [0.877, 0.259, -0.935]], "lowdin_charge": [-0.17, -0.12, -0.23, -0.08, -0.34, 0.76, 0.03, 0.04, 0.04, 0.06, 0.06, 0.06, 0.03, 0.08, -0.14, -0.08], "multiplicity": 1, "lumo_energy_ev": 0.633, "homo_lumo_gap_ev": 9.6, "smiles": "C=CC.C=NP", "charge": 0}

{"formula": "C4H10NP", "method": "wB97M-V/def2-TZVPD", "elements": ["C", "C", "C", "C", "N", "P", "H", "H", "H", "H", "H", "H", "H", "H", "H", "H"], "coordinates": [[-1.488678, 0.320179, 0.839764], [-0.499337, -0.718718, 0.473832], [-2.086765, 2.457832, -0.304802], [3.333271, -1.858224, -0.358288], [-1.161518, 1.343256, -0.184808], [-1.595421, -0.283421, -0.915376], [-2.351906, 0.155909, 1.515148], [3.313219, -2.927439, -0.399940], [0.538435, -0.412173, 0.636394], [-0.731665, -1.748748, 0.853322], [-2.385528, 2.688320, -1.373277], [-2.985196, 2.099790, 0.230919], [-1.794896, 3.277794, 0.256820], [4.352168, -1.616066, -0.380907], [2.615388, -1.495188, 0.408537], [2.928435, -1.283107, -1.297332]], "forces_ev_per_angstrom": [[-0.766, -0.487, -1.437], [0.398, -1.108, 1.454], [-2.464, -2.497, -1.033], [-2.683, 1.575, -1.897], [0.780, -0.599, 0.831], [-0.065, 0.820, 0.229], [0.626, 0.882, -0.497], [-0.571, -0.601, -0.484], [-0.118, -0.141, -0.707], [0.281, 0.990, -0.218], [0.685, -0.111, 1.292], [-0.473, 0.498, -0.531], [1.105, 1.763, 0.619], [1.385, 0.907, 1.019], [1.323, -0.156, 0.103], [0.556, -1.735, 1.258]], "lowdin_charge": [-0.45, -0.41, -0.17, -0.05, -0.35, 0.94, 0.11, 0.00, 0.05, 0.08, 0.10, 0.06, 0.04, -0.02, 0.01, 0.06], "multiplicity": 1, "lumo_energy_ev": 1.075, "homo_lumo_gap_ev": 8.9, "smiles": "CN1[C@@H]2CP21.C", "charge": 0}

{"formula": "C4H10NP", "method": "wB97M-V/def2-TZVPD", "elements": ["C", "C", "C", "C", "N", "P", "H", "H", "H", "H", "H", "H", "H", "H", "H", "H"], "coordinates": [[-1.224785, 0.996146, -1.495195], [-0.363107, -0.262179, -1.387179], [-0.696502, -0.807538, 1.467810], [1.938727, -0.027032, 0.648416], [-0.289061, 1.817575, 0.182774], [0.169986, 0.308952, 0.263205], [-0.998127, 1.716157, -2.263473], [-2.259643, 0.920296, -1.212254], [-0.932563, -1.190408, -1.433098], [0.438058, -0.271968, -2.122797], [-0.359312, -1.838460, 1.414125], [-0.521868, -0.412825, 2.468027], [-1.765256, -0.751465, 1.262682], [2.131170, 0.379435, 1.642280], [2.173277, -1.088080, 0.632008], [2.559008, 0.511395, -0.067331]], "forces_ev_per_angstrom": [[1.735, 1.298, 2.953], [0.098, 0.068, 0.287], [0.240, 0.609, -0.409], [-0.573, 0.401, -0.148], [-1.466, -0.660, -2.629], [-0.043, -1.340, -0.106], [-0.008, 0.070, -0.049], [-0.195, -0.024, -0.001], [0.102, -0.057, -0.003], [0.030, -0.042, 0.000], [0.082, -0.130, -0.042], [0.006, -0.007, 0.073], [-0.022, -0.023, 0.007], [0.051, -0.032, 0.046], [-0.037, -0.101, 0.022], [-0.001, -0.031, -0.002]], "lowdin_charge": [-0.08, -0.31, -0.20, -0.20, -0.23, 0.53, 0.06, 0.06, 0.07, 0.08, 0.04, 0.04, 0.04, 0.04, 0.04, 0.04], "multiplicity": 1, "lumo_energy_ev": 0.765, "homo_lumo_gap_ev": 8.8, "charge": 0}

{"formula": "C4H10NP", "method": "wB97M-V/def2-TZVPD", "elements": ["C", "C", "C", "C", "N", "P", "H", "H", "H", "H", "H", "H", "H", "H", "H", "H"], "coordinates": [[-0.646851, -1.229586, 0.032816], [0.695242, -0.898854, -0.654757], [1.818997, -1.898719, -0.983547], [-1.359750, 2.264951, 1.237057], [-0.684927, 1.666182, 0.104556], [0.373657, 0.021168, 0.865001], [-1.510451, -0.721154, -0.421427], [-0.677194, -2.134511, 0.615582], [0.594654, -0.353236, -1.537975], [2.490129, -1.217362, -1.518032], [1.338724, -2.574475, -1.735058], [2.186869, -2.527526, -0.208505], [-0.611958, 2.650645, 1.863276], [-1.972351, 3.201394, 0.856822], [-2.057691, 1.431815, 1.743967], [0.022901, 2.319268, -0.259777]], "forces_ev_per_angstrom": [[0.904, 0.883, -0.600], [-0.625, -1.371, 0.854], [-2.016, 0.776, -1.322], [-2.609, -0.179, -0.888], [1.813, -2.787, -0.114], [-0.975, 2.933, -0.381], [0.176, -0.881, 0.294], [-0.533, -0.338, -0.231], [-0.702, 1.209, -1.111], [0.795, -0.922, 0.369], [0.627, 0.365, 0.385], [0.669, -0.026, 0.739], [0.523, 0.514, 1.829], [0.762, -1.992, 0.812], [1.475, 2.198, -0.947], [-0.283, -0.381, 0.310]], "lowdin_charge": [-0.34, -0.60, -0.11, -0.30, -0.28, 0.97, 0.07, 0.05, 0.07, 0.07, 0.09, 0.05, 0.01, 0.10, 0.10, 0.03], "multiplicity": 1, "lumo_energy_ev": 1.025, "homo_lumo_gap_ev": 9.5, "smiles": "CNP1C[C@@H]1C", "charge": 0}

{"formula": "C4H10NS", "method": "wB97M-V/def2-TZVPD", "elements": ["C", "C", "S", "C", "N", "C", "H", "H", "H", "H", "H", "H", "H", "H", "H", "H"], "coordinates": [[-0.689410, -0.840256, -0.646170], [-0.724961, 0.094502, -1.866091], [-2.221847, -0.066638, -2.806212], [0.554034, -0.882350, 0.252195], [0.619702, -0.248212, 1.544142], [0.516040, 1.223171, 1.641859], [-1.418162, -0.428012, 0.032625], [-0.925443, -1.862905, -0.960727], [0.051267, -0.045749, -2.555483], [-0.597397, 1.146812, -1.494143], [0.826808, -1.949208, 0.310966], [1.256034, -0.351593, -0.433128], [1.541385, -0.483076, 1.972736], [1.147988, 1.895823, 1.029994], [0.514926, 1.358984, 2.727445], [-0.450964, 1.438706, 1.249991]], "forces_ev_per_angstrom": [[-0.362, 0.423, 0.852], [-0.350, 1.022, 1.558], [-1.060, -0.033, -0.458], [1.620, 0.324, -2.710], [1.196, 0.100, 1.260], [-0.702, -1.267, -0.233], [-1.218, -0.382, 0.010], [-0.340, 0.303, 0.120], [1.661, -0.552, -0.694], [-0.060, -0.587, -0.102], [0.307, 0.535, 0.463], [0.649, -0.569, 0.327], [-1.108, -0.066, -0.560], [0.629, -0.575, 0.446], [0.217, 0.860, -0.322], [-1.078, 0.463, 0.043]], "lowdin_charge": [-0.32, -0.87, 0.08, -0.29, -0.16, -0.14, 0.08, 0.08, -0.01, 0.04, 0.10, 0.10, 0.10, 0.08, 0.07, 0.05], "multiplicity": 1, "lumo_energy_ev": 3.551, "homo_lumo_gap_ev": 5.7, "smiles": "CNCCC[S-]", "charge": -1}

{"formula": "C4H10NS", "method": "wB97M-V/def2-TZVPD", "elements": ["C", "N", "C", "C", "S", "C", "H", "H", "H", "H", "H", "H", "H", "H", "H", "H"], "coordinates": [[-0.688922, -0.761758, 0.404663], [-0.374805, 0.011074, -0.761449], [1.044238, 0.471999, -0.889449], [1.857769, 1.209379, 0.132095], [3.456927, 1.629866, -0.527978], [-2.254234, -1.079309, 0.552466], [-0.088871, -1.710396, 0.393177], [-0.182221, -0.304653, 1.281964], [-0.904812, 0.910109, -0.715140], [0.877315, 1.048285, -1.798993], [1.659124, -0.418271, -1.302480], [1.939131, 0.451271, 1.123338], [1.307002, 2.030431, 0.482695], [-2.655908, -0.974592, -0.455347], [-2.343507, -2.127561, 0.868213], [-2.648225, -0.385873, 1.212225]], "forces_ev_per_angstrom": [[0.467, -1.175, 1.144], [-0.382, 1.481, 0.322], [-0.019, -2.266, -2.768], [0.189, -3.291, 2.375], [0.538, 0.285, -0.068], [3.329, -1.067, -1.553], [-0.676, 0.373, -0.597], [-1.055, 0.097, 0.228], [0.218, -1.045, 0.039], [0.854, 0.625, -0.018], [-0.836, 1.155, 0.928], [-0.083, 1.785, -2.199], [-0.759, 1.472, 0.583], [-0.232, 0.006, 0.100], [-0.333, 0.458, 0.166], [-1.220, 1.105, 1.317]], "lowdin_charge": [-0.32, -0.13, -0.41, -0.88, 0.10, -0.08, 0.11, 0.09, 0.11, 0.08, 0.11, 0.09, 0.00, 0.06, 0.06, 0.02], "multiplicity": 1, "lumo_energy_ev": 3.620, "homo_lumo_gap_ev": 5.9, "smiles": "CCNCC[S-]", "charge": -1}

The calculation returns the following energy above the lowest of the compared OMol25 structures with the same formula, charge and spin values, one per record and in order: 74.20; 151.20; 68.89; 65.65; 59.20; 58.62; 49.67; 41.34; 23.78; 24.21 kcal per mole.